(1)
DFT (ωB97M-V with the def2-TZVPD basis set) results for a molecular structure, C36H62BrGdGeN8O2S2Si3.

Computed properties:
- expectation value of S² = 13.06
- energy (hartree) = -9078.08126
- max |F| (eV Å⁻¹) = 2.1
- LUMO energy (spin up / spin down) (eV) = -8.8009 / -8.5401
- relative energy (zero: lowest compared OMol25 entry of this formula, charge and spin) (kcal/mol) = 0.0

```
! RIJCOSX wB97M-V def2-TZVPD def2/J DEFGRID3
* xyz 3 7
Gd 12.546 14.875 10.174
C 13.358 13.074 12.915
C 14.298 14.231 13.161
N 14.527 14.949 11.876
C 14.938 16.344 12.002
C 13.845 17.202 12.677
S 12.138 16.907 12.177
C 11.494 15.894 13.529
C 11.249 14.348 13.275
N 12.095 13.634 12.302
H 13.091 12.561 13.834
H 13.715 12.360 12.198
H 15.257 13.885 13.526
H 13.938 14.905 13.966
H 15.336 14.473 11.460
H 15.149 16.694 10.994
H 15.825 16.443 12.619
H 14.058 18.236 12.485
H 13.800 17.057 13.751
H 10.553 16.266 13.885
H 12.237 16.050 14.336
H 10.205 14.272 13.003
H 11.297 13.799 14.233
H 11.552 12.837 11.944
C 10.171 17.800 5.345
C 11.357 17.111 5.997
C 12.547 16.881 5.293
C 13.627 16.268 5.897
C 13.427 15.947 7.211
Br 14.883 15.152 8.185
N 12.309 16.074 7.882
C 11.254 16.650 7.288
H 9.478 17.055 4.957
H 10.510 18.369 4.507
H 9.648 18.458 6.051
H 12.602 17.246 4.246
H 14.570 16.042 5.409
H 10.356 16.777 7.915
O 8.418 11.239 5.094
N 7.970 11.039 6.196
O 6.986 10.373 6.442
C 8.600 11.825 7.289
C 7.702 12.475 8.077
C 8.190 13.431 9.021
C 7.335 14.329 9.684
C 7.930 15.344 10.411
C 9.313 15.389 10.565
N 10.107 14.531 9.961
C 9.593 13.601 9.170
C 10.482 12.826 8.364
N 11.831 13.009 8.594
C 12.665 12.392 7.779
C 12.263 11.534 6.750
C 10.943 11.304 6.531
C 10.008 11.962 7.364
H 6.632 12.341 7.917
H 6.255 14.295 9.569
H 7.379 16.180 10.836
H 9.756 16.137 11.192
H 13.726 12.560 7.915
H 13.027 11.083 6.129
H 10.591 10.657 5.734
C 12.942 21.319 10.446
N 14.331 20.832 10.360
C 14.708 19.582 10.033
S 13.558 18.378 9.544
N 16.051 19.338 10.011
C 17.117 20.324 10.185
H 12.468 21.100 11.399
H 12.327 20.884 9.654
H 12.951 22.399 10.338
H 15.026 21.513 10.601
H 16.333 18.462 9.641
H 16.944 21.195 9.582
H 18.078 19.879 9.873
H 17.206 20.615 11.244
C 13.368 8.665 8.897
Si 14.276 9.297 10.412
C 12.848 9.818 11.485
C 15.411 7.952 11.022
Ge 15.579 11.264 9.873
Si 17.346 11.453 11.715
C 16.699 11.049 13.438
C 17.839 13.302 11.724
C 18.805 10.257 11.459
Si 16.923 10.970 7.876
C 17.581 9.253 8.016
C 18.108 12.365 7.818
C 15.992 10.903 6.321
H 12.818 7.745 9.127
H 13.913 8.478 7.975
H 12.627 9.400 8.641
H 12.203 8.942 11.629
H 12.289 10.528 10.860
H 13.088 10.303 12.433
H 14.815 7.082 11.193
H 16.022 8.154 11.893
H 16.172 7.665 10.316
H 15.817 11.591 13.676
H 17.484 11.303 14.178
H 16.491 9.981 13.624
H 17.305 13.757 12.564
H 17.693 13.859 10.776
H 18.917 13.406 11.944
H 18.479 9.229 11.619
H 19.510 10.471 12.270
H 19.374 10.281 10.554
H 18.138 8.906 8.860
H 18.180 9.122 7.113
H 16.688 8.647 7.902
H 18.653 12.553 8.738
H 17.583 13.288 7.586
H 18.863 12.231 7.042
H 15.376 9.978 6.245
H 16.738 10.826 5.526
H 15.316 11.723 6.115
*
```

***

(2)
DFT (ωB97M-V with the def2-TZVPD basis set) results for 7 unconnected molecules or ions with the total composition C36H62BrN16O13P.

Computed properties:
- energy (hartree) = -6178.48607
- max |F| (eV Å⁻¹) = 5.7
- LUMO energy (eV) = -1.1757
- relative energy (zero: lowest compared OMol25 entry of this formula, charge and spin) (kcal/mol) = 289.0

```
! RIJCOSX wB97M-V def2-TZVPD def2/J DEFGRID3
* xyz 0 1
H -3.948 -2.034 2.404
N -4.847 -1.650 2.750
C -4.687 -0.391 3.111
C -5.872 0.551 3.693
C -3.230 0.316 3.004
N -2.645 0.132 1.639
C -1.231 0.609 1.739
O -0.571 0.944 2.743
C -0.822 0.633 0.205
C 0.512 0.420 -0.533
C 1.823 0.119 0.319
C 2.830 1.372 0.379
C 3.528 1.405 1.855
P 5.180 0.505 1.925
O 6.131 1.295 2.862
O 5.080 -1.127 2.398
C 3.978 -1.369 3.317
C 4.108 -0.550 4.707
O 5.971 0.502 0.384
C 6.220 -0.870 -0.062
C 6.920 -0.912 -1.526
C 0.512 0.499 -2.104
N 1.812 0.253 -2.748
C 2.274 1.344 -3.616
C 2.479 1.306 -5.196
O 2.576 2.435 -3.037
C 1.959 -1.086 -3.309
C 0.821 -2.185 -2.950
O 2.918 -1.507 -4.009
C -0.818 0.827 -2.880
C -0.830 0.962 -4.482
C -1.141 -0.323 -5.311
C -1.160 -0.011 -6.855
C -0.868 1.447 -7.247
N -0.572 2.583 -6.455
C -0.572 2.366 -5.054
C -2.186 1.048 -2.130
C -3.572 1.343 -2.854
Br -4.517 2.969 -2.230
C -4.450 -0.021 -2.772
C -5.853 0.134 -2.017
C -2.124 0.923 -0.595
C -3.199 1.015 0.566
O -4.257 1.654 0.726
H -6.379 1.105 2.828
H -6.612 -0.059 4.308
H -5.380 1.350 4.354
H -3.344 1.434 3.263
H -2.586 -0.211 3.805
H 2.382 -0.770 -0.146
H 1.473 -0.142 1.383
H 2.343 2.371 0.118
H 3.638 1.195 -0.426
H 3.713 2.526 2.066
H 2.792 1.013 2.633
H 3.981 -2.488 3.576
H 2.955 -1.121 2.853
H 3.197 0.148 4.834
H 4.033 -1.298 5.582
H 5.102 0.003 4.816
H 5.245 -1.479 -0.157
H 6.964 -1.389 0.654
H 6.146 -0.563 -2.287
H 7.162 -2.016 -1.730
H 7.890 -0.293 -1.559
H 2.106 2.282 -5.668
H 1.928 0.401 -5.623
H 3.600 1.244 -5.470
H 0.815 -2.361 -1.811
H -0.227 -1.849 -3.238
H 1.040 -3.183 -3.463
H -1.360 -1.346 -4.871
H -1.388 -0.837 -7.623
H -0.899 1.648 -8.383
H -0.365 3.245 -4.358
H -3.373 1.506 -3.981
H -4.682 -0.368 -3.849
H -3.816 -0.839 -2.295
H -5.771 0.475 -0.934
H -6.613 0.773 -2.596
H -6.319 -0.927 -1.983
N -2.812 -5.560 -2.104
C -1.495 -5.238 -2.107
N -0.772 -5.796 -1.105
O -0.998 -4.503 -2.947
H -3.239 -6.162 -1.424
H -3.382 -5.165 -2.834
H 0.211 -5.580 -1.073
H -1.161 -6.402 -0.406
N 5.420 -2.776 -4.014
C 5.662 -4.105 -4.125
N 6.965 -4.460 -3.977
O 4.778 -4.921 -4.341
H 6.133 -2.092 -3.837
H 4.461 -2.470 -4.118
H 7.185 -5.439 -4.053
H 7.706 -3.806 -3.799
N 3.368 2.031 7.212
C 3.487 0.982 8.062
N 2.632 1.005 9.117
O 4.300 0.087 7.893
H 2.707 2.777 7.332
H 3.987 2.051 6.416
H 2.690 0.243 9.772
H 1.957 1.731 9.274
N -9.843 -1.298 4.706
C -9.640 -2.612 4.964
N -8.462 -3.093 4.504
O -10.450 -3.302 5.563
H -9.187 -0.719 4.214
H -10.706 -0.893 5.032
H -8.265 -4.065 4.674
H -7.784 -2.535 4.014
N 8.049 3.738 4.001
C 7.195 4.290 4.898
N 7.745 5.251 5.687
O 6.024 3.953 4.993
H 9.012 4.003 3.911
H 7.679 3.019 3.395
H 7.143 5.686 6.366
H 8.703 5.543 5.626
N -9.076 3.737 -4.958
C -8.352 3.369 -3.871
N -8.769 3.914 -2.701
O -7.400 2.608 -3.940
H -9.861 4.361 -4.922
H -8.797 3.352 -5.846
H -8.256 3.666 -1.871
H -9.548 4.542 -2.622
*
```

***

Which formula does entry 1 have? C36H62BrGdGeN8O2S2Si3

***

The lowest energy belongs to which entry? C36H62BrGdGeN8O2S2Si3

***

Which value of energy does entry 1 give? -9078.08126 hartree